[1]
Formula: C33H62N13O17
Source: the OMol25 dataset
Level of theory: ωB97M-V/def2-TZVPD

Structure (XYZ):
```
125
Properties=species:S:1:pos:R:3
C 1.11290 -0.55246 -0.13389
C 0.32857 0.79122 -0.35119
C -1.19219 0.57185 -0.14234
C -1.67993 0.55973 1.31189
C -1.22585 2.00853 1.81607
C 0.25432 2.14303 1.78636
N 0.84661 1.85886 0.50821
O 2.07134 2.29660 0.25130
C 1.13831 1.45257 2.86769
C 0.64266 3.73874 2.09180
C 0.56578 1.14174 -1.95100
H 1.16273 -0.96726 0.82395
H 2.11432 -0.37281 -0.46788
H 0.80451 -1.40848 -0.72480
H -1.50634 -0.35930 -0.67228
H -1.78914 1.27867 -0.61529
H -1.26950 -0.26497 1.93428
H -2.65554 0.50044 1.43772
H -1.61531 2.06431 2.78499
H -2.01646 2.86845 1.53240
H 2.17629 1.61285 2.63886
H 0.96541 0.20506 3.10277
H 0.81905 1.98376 3.79480
H 0.18151 4.25722 3.05132
H 0.46339 4.15188 1.11307
H 1.67040 3.98676 2.32507
H 1.69189 1.21269 -1.92997
H 0.21231 2.15507 -2.21073
H 0.08533 0.25398 -2.51120
N -1.52677 -3.41372 -4.42331
C -1.74831 -3.23084 -3.09872
C -2.55444 -1.83656 -3.00599
C -2.38206 -1.17292 -4.25628
C -1.77201 -2.24497 -5.20989
H -1.23627 -4.31774 -4.71257
H -1.61958 -4.02551 -2.33225
H -2.80289 -1.37834 -2.09739
H -2.74269 -0.21987 -4.58062
H -1.51364 -2.06869 -6.28727
N 6.13642 -2.61020 -2.22159
C 7.54697 -2.65018 -1.99114
C 7.88007 -1.54723 -1.00947
C 6.61463 -0.70329 -0.88044
C 5.52312 -1.45894 -1.64391
H 5.58759 -3.37005 -2.69348
H 8.41553 -3.27332 -2.39982
H 8.86617 -1.38461 -0.64016
H 6.55232 0.25489 -0.44533
H 4.51905 -1.17489 -1.99036
N 0.55414 1.76768 -6.66314
C 0.76363 2.05518 -5.27946
C 2.24516 2.08812 -5.03550
C 2.88855 2.07638 -6.39370
C 1.80159 1.72759 -7.43317
H -0.42787 1.66342 -7.13895
H 0.00244 2.15080 -4.43061
H 2.58011 2.27916 -4.07395
H 3.98614 1.99735 -6.59437
H 1.65780 1.61958 -8.50411
N 0.78605 -7.20970 -1.84955
C 2.22043 -6.87620 -1.89751
C 2.39783 -5.40985 -1.61649
C 1.03695 -4.88518 -1.51509
C 0.15043 -6.02956 -1.62664
H 0.55374 -8.22523 -2.11584
H 2.84769 -7.63093 -2.22168
H 3.37900 -4.97108 -1.30936
H 0.78108 -3.75234 -1.40750
H -1.06049 -6.18053 -1.62450
C -6.28231 0.78532 -0.35720
N -5.16391 1.45925 -1.08245
O -5.29333 1.57387 -2.29295
O -4.16190 1.89913 -0.56533
H -5.95282 1.00725 0.71521
H -6.01290 -0.30396 -0.45272
H -7.30104 1.16249 -0.48723
C 1.62501 -1.32207 -5.25384
N 2.68349 -1.38011 -4.16216
O 3.83390 -1.09055 -4.42168
O 2.30101 -1.56202 -3.03134
H 0.64856 -1.01656 -4.64167
H 1.48393 -2.33241 -5.79024
H 1.90012 -0.63382 -6.10926
C -4.83350 -3.80116 0.41978
N -4.25865 -2.74384 1.23022
O -4.37071 -2.97520 2.44195
O -3.97404 -1.63553 0.71731
H -4.15691 -4.42852 0.07535
H -5.31346 -3.37144 -0.49474
H -5.65159 -4.33426 1.04290
C -2.32275 6.16391 6.46899
N -2.85510 5.25253 5.45708
O -3.97222 5.37738 5.13233
O -2.01826 4.43474 5.02026
H -2.87126 5.93974 7.47719
H -2.46860 7.20088 6.18789
H -1.26285 5.90220 6.39006
C 4.10897 -1.17106 2.48853
N 4.68997 0.16920 2.10961
O 4.24749 0.67875 1.14117
O 5.73261 0.63095 2.62492
H 4.77159 -1.69597 3.27378
H 4.21400 -1.89372 1.69697
H 3.24448 -1.00661 2.95153
C 0.69849 -1.38191 6.69641
N 1.92975 -1.69937 5.87870
O 2.37866 -2.89301 6.08111
O 2.45790 -0.82341 5.25566
H 0.84908 -0.27431 6.85687
H 0.58511 -2.01830 7.54082
H -0.07306 -1.37950 5.99991
C -3.74837 5.65046 -0.77208
N -2.61811 5.06512 0.06620
O -1.77032 4.44065 -0.62523
O -2.71538 5.20386 1.29292
H -3.26897 6.14406 -1.59406
H -4.19390 6.42913 0.03312
H -4.42816 5.00283 -1.13677
C -3.82892 0.70600 6.19431
N -2.33480 1.09104 6.27373
O -1.71827 0.62333 5.31128
O -1.88236 1.34997 7.36333
H -4.33026 0.54428 7.18618
H -4.05803 -0.04369 5.40256
H -4.16203 1.72758 5.96397
```

Calculated values
Energy above the lowest of the compared OMol25 structures with the same formula, charge and spin = 0.0 kJ/mol
Highest occupied orbital energy = -8.907 eV
Charge = +1

Löwdin population analysis, charges in e, atoms 1 to 4: number 1, C, carries 0.014; number 2, C, carries -0.359; number 3, C, carries -0.133; number 4, C, carries -0.122

=====

[2]
Formula: C40H34NO3S
Source: the OMol25 dataset
Level of theory: ωB97M-V/def2-TZVPD

Structure (XYZ):
```
79
Properties=species:S:1:pos:R:3
C -7.12416 0.32855 -2.11539
N -6.07021 0.96634 -1.36049
C -6.51507 2.13156 -0.62695
C -4.76200 0.48560 -1.30536
C -3.78062 0.99582 -2.18811
C -2.46634 0.60840 -2.05614
C -2.02338 -0.22894 -0.98821
C -0.63792 -0.39041 -0.67420
C 0.35067 0.53737 -1.11294
C 1.72109 0.14818 -1.27921
C 2.74637 1.06122 -1.28457
C 4.14741 0.64258 -1.41092
C 4.51356 -0.38944 -2.30045
C 5.83801 -0.81417 -2.37872
C 6.81928 -0.21535 -1.57947
C 6.46773 0.81302 -0.70136
C 5.14871 1.23732 -0.62892
C 2.43389 2.49919 -1.08479
O 3.31255 3.31239 -0.76088
C 1.02601 2.91092 -1.29993
C 0.67521 4.33632 -1.42525
C -0.40445 4.74438 -2.24365
C -0.76885 6.08709 -2.31176
C -0.07620 7.04517 -1.56208
C 1.00566 6.65775 -0.76625
C 1.37417 5.31946 -0.70591
C 0.05530 1.93827 -1.28207
C -3.04333 -0.85073 -0.21879
C -4.37053 -0.50561 -0.36770
H -6.73867 -0.52674 -2.68115
H -7.92681 -0.01043 -1.44199
H -7.56884 1.05157 -2.81622
H -5.67743 2.58685 -0.08629
H -6.94500 2.86913 -1.32231
H -7.30434 1.85019 0.08903
H -4.07683 1.71056 -2.95828
H -1.72800 0.99726 -2.75232
H -0.31870 -1.23849 -0.06042
H 1.94959 -0.92093 -1.31031
H 3.75006 -0.82963 -2.94610
H 6.10372 -1.62127 -3.06272
H 7.85415 -0.54928 -1.63755
H 7.21077 1.29404 -0.06619
H 4.88025 2.05626 0.02999
H -0.92691 3.99749 -2.84782
H -1.59492 6.38648 -2.95471
H -0.37178 8.09089 -1.60151
H 1.57661 7.38265 -0.18976
H 2.22785 5.01518 -0.10875
H -0.98472 2.27870 -1.23963
H -2.74066 -1.57102 0.53860
H -5.14440 -0.96649 0.25069
C 4.91967 -4.00736 0.56878
C 4.35204 -4.95674 1.42007
C 3.26980 -4.61475 2.22819
C 2.72089 -3.34298 2.13457
S 1.35064 -2.94140 3.23332
C -0.05602 -2.73105 2.21038
C -1.25625 -2.95264 2.91143
C -2.40611 -3.45619 2.23918
C -3.61652 -3.61103 2.91474
C -3.72978 -3.28065 4.27281
C -2.57427 -2.90511 4.98418
C -1.36738 -2.74199 4.32849
O 1.17912 -4.09918 4.09476
O 1.77642 -1.68069 3.81049
C 3.28773 -2.37490 1.30171
C 4.37954 -2.72065 0.50643
H 5.78686 -4.26709 -0.03767
H 4.74901 -5.96872 1.47147
H 2.85047 -5.31671 2.93974
H 0.07660 -2.95088 1.15331
H -2.25397 -3.77960 1.20562
H -4.47292 -4.03531 2.38460
H -4.68413 -3.37358 4.79314
H -2.60384 -2.78353 6.07072
H -0.48372 -2.51582 4.92671
H 2.89142 -1.36264 1.28407
H 4.81712 -1.97404 -0.15511
```

Calculated values
Energy above the lowest of the compared OMol25 structures with the same formula, charge and spin = 0.0 kJ/mol
Highest occupied orbital energy = -3.114 eV
Charge = -1

Löwdin population analysis, charges in e, atoms 1 to 4: number 1, C, carries -0.087; number 2, N, carries -0.256; number 3, C, carries -0.081; number 4, C, carries -0.252